[1]
Below is a 2-piece molecular cluster, C4H6N2 overall, with properties calculated with ωB97M-V/def2-TZVPD.

XYZ file:
```
12
Properties=species:S:1:pos:R:3:lowdin_charge:R:1
N 3.2657 0.0609 -0.1274 0.15
C 2.1316 -0.0836 0.0680 -0.16
C 0.6848 -0.2364 0.2999 -0.30
C -0.2521 1.0079 0.1516 -0.13
C -1.1204 0.0833 -0.7123 -0.14
N -0.0957 -0.8152 -0.7921 0.00
H 0.4972 -0.7484 1.2591 0.15
H -0.6843 1.4025 1.0723 0.10
H 0.2060 1.8075 -0.4410 0.12
H -2.2272 -0.2014 -0.3911 -0.03
H -2.2659 -0.4863 0.6837 0.10
H -0.1397 -1.7908 -1.0707 0.15
```

As for the spin multiplicity: 1. The energy relative to the best compared isomer or geometry (same formula, charge and spin) comes out at 5.442 eV. The calculation puts the maximum force at 1.5 eV/A. For the frontier orbital gap, the calculation gives 8.561 eV. Its total charge is 0.

***

[2]
Below is a 8-piece molecular cluster, C47H38BrNO15P overall, with properties calculated with ωB97M-V/def2-TZVPD.

XYZ file:
```
103
Properties=species:S:1:pos:R:3:lowdin_charge:R:1
C -2.2788 -1.9233 1.6150 -0.12
C -3.6065 -1.5670 2.0139 -0.35
P -4.9079 -0.6968 0.8996 0.16
Br -6.3337 -2.5338 1.1380 0.18
C -3.6924 0.7503 0.6202 -0.39
C -4.3694 2.1153 0.1117 -0.19
N -5.5974 0.0243 2.4086 -0.12
C -6.7779 0.5378 2.1810 -0.37
O -7.6523 1.4381 2.0444 -0.01
H -1.3516 -1.6516 2.2557 0.04
H -2.0851 -2.5462 0.6782 0.04
H -3.9259 -1.7954 3.0888 0.06
H -5.9023 -0.0601 0.0447 -0.02
H -4.3677 -1.3063 -0.3096 -0.04
H -2.9333 0.4382 -0.2030 0.04
H -3.0414 0.8996 1.5707 0.08
H -5.3678 2.3717 0.6421 0.05
H -4.6065 2.1339 -1.0167 0.06
H -3.6727 3.0135 0.3496 0.06
C -6.0245 -6.2048 -0.2292 0.02
C -6.6175 -7.4000 -0.2609 0.01
C -6.0619 -8.5521 0.4808 -0.40
O -6.6022 -9.6453 0.4506 0.07
C -4.8256 -8.3285 1.2599 0.01
C -4.2334 -7.1336 1.2913 0.03
C -4.7883 -5.9827 0.5502 -0.39
O -4.2478 -4.8963 0.5826 0.06
H -6.4166 -5.3500 -0.7663 0.11
H -7.5238 -7.5804 -0.8258 0.12
H -4.4326 -9.1825 1.7977 0.12
H -3.3275 -6.9509 1.8557 0.10
C -0.0750 0.3227 -2.2886 0.03
C 0.9678 0.2438 -3.1172 0.02
C 1.1922 -0.9524 -3.9556 -0.40
O 2.1459 -1.0260 -4.7114 0.08
C 0.2161 -2.0571 -3.8422 0.01
C -0.8269 -1.9787 -3.0138 0.03
C -1.0513 -0.7821 -2.1751 -0.36
O -2.0010 -0.7078 -1.4220 0.09
H -0.2545 1.1911 -1.6665 0.12
H 1.6914 1.0441 -3.2128 0.11
H 0.3956 -2.9252 -4.4643 0.12
H -1.5508 -2.7788 -2.9181 0.13
C -0.9825 5.6000 -4.2721 0.01
C -1.2501 4.9411 -3.1438 0.00
C -1.9317 3.6303 -3.1648 -0.37
O -2.1777 3.0300 -2.1369 0.11
C -2.3037 3.0770 -4.4843 0.03
C -2.0359 3.7362 -5.6125 0.02
C -1.3541 5.0477 -5.5907 -0.39
O -1.1071 5.6496 -6.6215 0.08
H -0.4841 6.5616 -4.2749 0.12
H -0.9842 5.3312 -2.1705 0.12
H -2.8017 2.1152 -4.4814 0.13
H -2.3021 3.3456 -6.5870 0.12
C 1.7642 -4.4854 0.9552 0.02
C 0.6643 -5.2287 0.8292 0.03
C -0.0491 -5.7496 2.0145 -0.37
O -1.0519 -6.4291 1.8994 0.09
C 0.5021 -5.4135 3.3434 0.03
C 1.6021 -4.6698 3.4701 0.02
C 2.3157 -4.1491 2.2849 -0.38
O 3.3192 -3.4679 2.3991 0.10
H 2.2996 -4.0963 0.0980 0.12
H 0.2465 -5.4833 -0.1370 0.12
H -0.0338 -5.8022 4.2004 0.12
H 2.0183 -4.4145 4.4372 0.09
C 4.0586 6.3605 -3.3376 0.02
C 2.9430 5.6428 -3.4754 0.03
C 2.2101 5.1314 -2.2978 -0.36
O 1.1926 4.4743 -2.4234 0.08
C 2.7599 5.4472 -0.9627 0.04
C 3.8756 6.1650 -0.8251 0.01
C 4.6085 6.6763 -2.0020 -0.39
O 5.6265 7.3333 -1.8770 0.09
H 4.6086 6.7423 -4.1887 0.12
H 2.5263 5.4031 -4.4462 0.12
H 2.2102 5.0653 -0.1115 0.13
H 4.2922 6.4044 0.1454 0.12
C 2.4568 0.2691 6.6322 0.02
C 2.8131 -1.0047 6.4629 0.02
C 1.8018 -2.0626 6.2569 -0.37
O 2.1272 -3.2268 6.1041 0.07
C 0.3812 -1.6545 6.2439 0.03
C 0.0245 -0.3804 6.4131 0.03
C 1.0359 0.6778 6.6193 -0.39
O 0.7125 1.8408 6.7720 0.11
H 3.1842 1.0566 6.7850 0.12
H 3.8490 -1.3207 6.4687 0.12
H -0.3461 -2.4422 6.0908 0.13
H -1.0115 -0.0647 6.4069 0.13
C 7.7842 4.7631 -0.4214 0.02
C 8.8231 4.6594 -1.2513 0.02
C 9.0261 3.4514 -2.0786 -0.39
O 9.9751 3.3552 -2.8347 0.10
C 8.0326 2.3638 -1.9518 0.02
C 6.9936 2.4675 -1.1220 0.02
C 6.7908 3.6756 -0.2947 -0.39
O 5.8415 3.7718 0.4614 0.10
H 7.6206 5.6402 0.1921 0.12
H 9.5591 5.4468 -1.3566 0.12
H 8.1961 1.4868 -2.5655 0.12
H 6.2573 1.6801 -1.0167 0.12
```

As for the spin multiplicity: 1. The energy relative to the best compared isomer or geometry (same formula, charge and spin) comes out at 0.000 eV. The calculation puts the maximum force at 7.3 eV/A. For the frontier orbital gap, the calculation gives 3.564 eV. Its total charge is -1.

***

[3]
Below is C2H5N3S as an isolated structure, with properties calculated with ωB97M-V/def2-TZVPD.

XYZ file:
```
11
Properties=species:S:1:pos:R:3:lowdin_charge:R:1
C -0.0388 -1.0772 -0.3290 -0.95
C -0.7107 1.1159 0.4226 -0.32
H 1.8890 -1.6198 -0.6200 0.22
H 1.1917 0.3844 -1.1361 0.13
H -1.7363 -0.5504 0.7481 0.13
H -1.2893 1.4332 1.5922 0.20
H 0.7508 2.4263 0.6604 0.15
N 1.0604 -0.7343 -0.9876 -0.02
N -1.1673 -0.1422 -0.0835 -0.02
N 0.4246 1.5186 0.0194 0.01
S -0.3742 -2.7544 -0.2865 0.49
```

As for the spin multiplicity: 1. The energy relative to the best compared isomer or geometry (same formula, charge and spin) comes out at 3.781 eV. The calculation puts the maximum force at 5.5 eV/A. For the frontier orbital gap, the calculation gives 8.428 eV. Its total charge is 0.

***

[4]
Below is a 4-piece molecular cluster, C48H38O7P overall, with properties calculated with ωB97M-V/def2-TZVPD.

XYZ file:
```
94
Properties=species:S:1:pos:R:3:lowdin_charge:R:1
C -2.4371 11.8078 -2.6379 -0.09
C -3.6020 11.4409 -2.5179 -0.35
P -5.3686 10.6172 -2.4072 0.27
C -7.0984 9.7806 -2.3600 -0.44
O -7.2990 8.8213 -1.3094 -0.24
C -6.6176 7.5869 -1.4461 -0.29
C -6.0711 7.1838 -2.8530 -0.25
C -5.3468 5.7615 -2.6730 -0.13
H -1.3381 11.7320 -2.8015 0.01
H -5.6703 11.3931 -1.1971 -0.04
H -4.7499 9.5951 -1.5899 -0.04
H -5.0464 9.9627 -3.6633 -0.05
H -5.9249 11.7498 -3.1588 -0.05
H -7.4486 9.4378 -3.3915 0.08
H -7.8058 10.6414 -2.1206 0.07
H -7.3224 6.7604 -1.1036 0.12
H -5.7446 7.5404 -0.7170 0.11
H -5.2944 7.8593 -3.2954 0.07
H -6.9056 7.0131 -3.6015 0.11
H -4.9639 5.3479 -3.6434 0.06
H -4.4466 5.9774 -2.0172 0.07
H -6.0241 5.0421 -2.1240 0.07
C 3.4643 2.9591 -1.6167 -0.07
C 2.8977 2.6313 -2.8460 -0.07
C 1.9116 3.4395 -3.3944 0.00
C 1.4789 4.5727 -2.7103 -0.08
C 2.0293 4.8874 -1.4682 -0.08
C 3.0311 4.0839 -0.9289 -0.01
C 1.5433 6.0651 -0.7038 -0.28
O 2.0286 6.3398 0.3794 0.09
C 0.4556 6.8904 -1.2779 -0.10
C -0.0515 7.9642 -0.5492 0.00
C -1.0623 8.7520 -1.0839 -0.04
C -1.5652 8.4775 -2.3521 -0.04
C -1.0676 7.4052 -3.0811 0.01
C -0.0633 6.6028 -2.5434 -0.09
C 0.4353 5.4402 -3.3148 -0.28
O -0.0041 5.1931 -4.4230 0.10
H 4.2410 2.3322 -1.1929 0.11
H 3.2277 1.7452 -3.3767 0.11
H 1.4768 3.1836 -4.3538 0.12
H 3.4709 4.3324 0.0301 0.12
H 0.3379 8.1855 0.4379 0.12
H -1.4600 9.5842 -0.5139 0.11
H -2.3501 9.0997 -2.7696 0.08
H -1.4663 7.1930 -4.0662 0.12
C 4.9701 -4.9273 -1.0352 -0.06
C 4.4359 -5.7960 -0.0872 -0.05
C 3.3319 -5.4144 0.6610 0.01
C 2.7638 -4.1571 0.4732 -0.08
C 3.3143 -3.2773 -0.4600 -0.08
C 4.4117 -3.6706 -1.2213 0.00
C 2.7507 -1.9156 -0.6368 -0.28
O 3.2281 -1.1502 -1.4526 0.10
C 1.6011 -1.5019 0.2047 -0.08
C 1.0959 -0.2084 0.0928 0.01
C 0.0124 0.1832 0.8666 -0.05
C -0.5775 -0.7178 1.7489 -0.05
C -0.0747 -2.0055 1.8681 0.00
C 1.0213 -2.3986 1.1042 -0.09
C 1.5720 -3.7659 1.2661 -0.28
O 1.0591 -4.5533 2.0407 0.09
H 5.8274 -5.2301 -1.6259 0.11
H 4.8804 -6.7728 0.0663 0.11
H 2.9175 -6.0971 1.3939 0.11
H 4.8344 -2.9959 -1.9566 0.12
H 1.5475 0.4986 -0.5944 0.11
H -0.3754 1.1919 0.7814 0.11
H -1.4283 -0.4126 2.3474 0.11
H -0.5345 -2.7016 2.5599 0.12
C 4.7365 -13.0449 2.4437 -0.06
C 4.2021 -13.9138 3.3913 -0.06
C 3.0981 -13.5324 4.1403 0.00
C 2.5307 -12.2749 3.9533 -0.08
C 3.0812 -11.3949 3.0206 -0.08
C 4.1785 -11.7882 2.2586 0.00
C 2.5177 -10.0328 2.8447 -0.28
O 2.9953 -9.2670 2.0287 0.10
C 1.3686 -9.6194 3.6867 -0.08
C 0.8643 -8.3260 3.5753 0.01
C -0.2186 -7.9338 4.3489 -0.05
C -0.8090 -8.8348 5.2311 -0.05
C -0.3069 -10.1231 5.3501 0.00
C 0.7886 -10.5163 4.5859 -0.09
C 1.3391 -11.8839 4.7471 -0.28
O 0.8270 -12.6713 5.5206 0.10
H 5.5934 -13.3476 1.8526 0.11
H 4.6467 -14.8907 3.5437 0.11
H 2.6824 -14.2140 4.8732 0.12
H 4.6012 -11.1132 1.5236 0.12
H 1.3167 -7.6199 2.8883 0.11
H -0.6055 -6.9247 4.2635 0.11
H -1.6597 -8.5294 5.8298 0.11
H -0.7670 -10.8193 6.0417 0.12
```

As for the spin multiplicity: 1. The energy relative to the best compared isomer or geometry (same formula, charge and spin) comes out at 0.797 eV. The calculation puts the maximum force at 1.7 eV/A. For the frontier orbital gap, the calculation gives 3.559 eV. Its total charge is -1.

***

| no. | LUMO (eV) | HOMO energy (eV) | calculated total energy (Eh) |
| --- | --- | --- | --- |
| 1 | 0.26 | -8.30 | -265.3356 |
| 2 | -0.71 | -4.27 | -5912.1521 |
| 3 | 0.34 | -8.08 | -641.5451 |
| 4 | -0.32 | -3.88 | -2719.8422 |